299
Properties=species:S:1:pos:R:3:forces:R:3:lowdin_charge:R:1 method="wB97M-V/def2-TZVPD" lumo_energy_ev=0.6 charge=0 total_energy_ha=-5205.19401 gap_ha=0.3086 max_force_ha_per_bohr=0.0669
C -4.4464 4.9905 -7.8307 0.5 0.5 0.7 -0.10
O -3.5366 4.8110 -6.7377 -1.1 0.4 -1.3 -0.20
C -2.5618 3.8342 -7.0150 -0.6 1.3 0.2 -0.25
C -1.5846 3.9746 -5.8596 0.3 -2.6 -1.3 -0.16
N -1.2484 2.5941 -5.4641 0.9 -0.6 1.6 -0.07
C -2.2779 1.8993 -4.7163 0.1 -0.2 0.1 -0.20
C -2.0568 0.4027 -4.4252 0.1 -0.3 0.2 -0.19
O -2.3333 -0.3265 -5.6284 0.6 -1.1 -1.0 -0.20
C -1.9765 -1.7464 -5.6473 -0.3 0.6 1.7 -0.08
H -4.9009 4.0594 -8.1692 -0.3 -0.2 0.3 0.08
H -3.9477 5.4078 -8.7055 0.3 0.2 -0.1 0.08
H -5.1670 5.7218 -7.4644 -0.2 -0.3 -0.2 0.09
H -2.0786 4.0131 -7.9755 0.1 0.2 -0.2 0.12
H -3.0664 2.8723 -7.1054 0.2 -0.4 0.3 0.11
H -2.0311 4.5698 -5.0630 0.2 -0.1 0.1 0.12
H -0.6580 4.3791 -6.2668 -0.1 0.5 0.4 0.10
H -1.0734 2.0059 -6.2663 0.4 0.7 -0.5 0.04
H -3.2009 1.8738 -5.2955 -0.7 0.2 0.1 0.11
H -2.4341 2.4784 -3.8061 -0.3 -0.3 0.3 0.11
H -2.7320 0.0897 -3.6288 -0.7 0.1 0.0 0.10
H -1.1114 0.0780 -3.9906 0.7 0.5 -0.4 0.09
H -2.5480 -2.2715 -4.8820 -0.6 0.0 0.1 0.08
H -0.9655 -1.9753 -5.3102 0.5 0.6 -0.4 0.06
H -2.1572 -2.2764 -6.5824 -0.1 0.9 -0.3 0.08
C 5.8295 0.3528 -4.3374 0.0 -0.8 0.0 -0.12
O 4.9750 -0.2310 -3.3706 -0.7 -0.1 -0.6 -0.21
C 5.5839 -1.3063 -2.6709 1.0 0.9 0.5 -0.21
C 4.7646 -1.7218 -1.4623 0.0 0.9 0.1 -0.20
N 5.6001 -2.3225 -0.4407 0.6 -0.7 -0.4 -0.03
C 6.0104 -3.6764 -0.7404 0.9 -1.2 -0.3 -0.20
C 7.2313 -4.1983 0.0741 -1.0 1.2 -0.2 -0.22
O 8.4115 -3.4924 -0.2584 1.1 -0.8 -0.3 -0.18
C 9.5448 -4.2964 0.1286 -0.3 1.0 0.8 -0.11
H 6.7263 0.7111 -3.8320 0.1 0.5 -0.1 0.09
H 5.3060 1.0855 -4.9515 -0.1 0.4 0.6 0.08
H 6.1620 -0.3577 -5.0942 0.1 -0.6 0.1 0.08
H 6.5298 -0.9125 -2.2988 0.4 -0.1 0.3 0.12
H 5.8515 -2.1460 -3.3123 -0.3 -0.1 -0.4 0.12
H 3.9031 -2.2633 -1.8531 -0.2 -0.7 0.4 0.10
H 4.3644 -0.8253 -0.9887 -0.2 0.2 -0.3 0.11
H 5.1245 -2.4260 0.4442 -0.3 0.5 -0.1 0.06
H 6.2044 -3.8325 -1.8016 0.3 0.3 -0.1 0.11
H 5.2072 -4.3863 -0.5429 -0.4 -0.3 0.2 0.10
H 7.3948 -5.2723 -0.0145 -0.3 -0.2 -0.4 0.11
H 6.9619 -4.0247 1.1159 0.2 0.1 0.5 0.11
H 10.4931 -3.7590 0.1338 -0.3 0.5 -0.7 0.08
H 9.6720 -5.1968 -0.4724 -0.3 -0.1 0.0 0.08
H 9.4276 -4.4931 1.1943 -0.1 -0.7 0.1 0.08
C 3.0124 1.4411 3.6724 1.8 2.4 -1.7 -0.15
O 3.1028 0.3950 4.5286 -1.5 -1.4 1.8 -0.18
C 3.4345 0.8073 5.8461 -0.1 0.2 0.1 -0.22
C 4.9179 0.7953 6.1123 -0.8 0.2 -0.2 -0.21
N 5.6898 2.0203 5.8518 0.4 -1.0 0.4 -0.03
C 7.0018 1.8496 6.4508 0.7 -0.7 -0.6 -0.25
C 7.7966 3.1278 6.3598 0.2 -0.9 0.2 -0.25
O 7.1903 4.0124 7.2795 0.9 2.3 -0.7 -0.18
C 7.8198 5.3382 7.2451 -0.1 -0.6 1.6 -0.08
H 2.4923 2.3394 4.0050 -0.6 -0.3 0.4 0.06
H 2.6871 1.2318 2.6534 -0.4 -0.7 0.3 0.07
H 4.0388 1.7897 3.5577 0.3 0.5 -0.5 0.09
H 2.9611 0.1531 6.5783 -0.1 -0.6 -0.4 0.12
H 3.0506 1.7767 6.1640 -0.4 0.5 -0.7 0.12
H 5.2733 -0.0117 5.4716 0.6 0.0 0.1 0.13
H 4.8812 0.4328 7.1396 1.1 0.2 0.5 0.11
H 5.3875 2.8848 6.2776 -1.1 -0.2 0.1 0.11
H 7.5205 1.0055 5.9963 0.2 0.2 -0.8 0.12
H 6.9996 1.4621 7.4696 -0.4 0.5 0.7 0.12
H 7.8378 3.4874 5.3317 -0.4 0.3 -0.1 0.13
H 8.8336 2.9074 6.6128 0.3 0.1 0.4 0.12
H 7.6742 5.9875 6.3818 -0.2 -0.6 -0.4 0.09
H 8.8755 5.2826 7.5107 0.4 -0.5 -0.6 0.08
H 7.4794 5.8955 8.1178 -0.7 -0.1 -0.1 0.08
C -2.8498 -6.9767 0.2156 -0.5 -0.1 0.0 -0.11
O -1.6568 -6.8483 0.9157 0.9 0.4 0.2 -0.20
C -1.2584 -5.4855 1.0024 1.3 -0.3 1.5 -0.18
C 0.0546 -5.4344 1.8588 -0.1 -0.1 -1.3 -0.20
N 0.0456 -6.2912 3.0317 -0.2 1.2 -0.5 -0.05
C -0.6793 -5.6860 4.1442 1.1 0.1 0.8 -0.17
C -0.0029 -4.3827 4.7226 -0.6 -1.8 -0.4 -0.18
O -0.3161 -3.2343 4.0119 -1.9 -0.7 -1.3 -0.25
C 0.1248 -2.0486 4.5447 1.6 0.9 -0.5 -0.11
H -3.5027 -6.1476 0.4886 -0.4 0.0 -0.2 0.07
H -3.3287 -7.9108 0.5092 0.0 0.0 -0.1 0.09
H -2.6743 -6.9676 -0.8602 -0.1 0.0 -0.2 0.08
H -2.0128 -4.9257 1.5552 -0.4 0.2 -0.2 0.11
H -1.0600 -5.0271 0.0336 -0.2 0.0 -0.3 0.11
H 0.2756 -4.3973 2.1112 -0.2 0.0 0.2 0.09
H 0.8947 -5.7347 1.2325 0.0 -0.2 -0.3 0.10
H -0.4345 -7.1244 2.7228 0.0 -0.4 0.3 0.10
H -0.5477 -6.4486 4.9117 -0.3 0.2 0.5 0.12
H -1.7532 -5.5506 4.0159 -0.2 0.3 -0.3 0.10
H 1.0729 -4.5499 4.6702 0.3 0.0 0.5 0.11
H -0.3980 -4.3030 5.7354 0.4 0.1 0.4 0.12
H -0.1337 -1.2279 3.8756 -0.4 -0.1 0.0 0.08
H 1.2075 -2.1091 4.4337 0.5 0.5 0.8 0.08
H -0.2000 -1.8091 5.5572 0.0 -0.3 0.2 0.09
C 0.6613 6.5897 -4.1668 0.2 0.1 0.6 -0.10
O -0.0434 6.5509 -2.9359 -0.4 0.7 0.1 -0.19
C 0.1761 5.3540 -2.2167 -1.0 -0.1 -0.3 -0.21
C -0.6281 5.2948 -0.8809 2.1 1.7 0.2 -0.14
N -0.2380 6.3514 0.1134 -0.1 -0.1 0.3 -0.07
C 1.1419 6.2310 0.6296 -0.2 1.2 0.4 -0.17
C 1.5542 7.2521 1.7498 -0.3 1.4 -0.7 -0.16
O 1.6821 8.6501 1.2875 -0.2 -0.7 -0.2 -0.21
C 1.7260 9.6030 2.3506 -1.1 -0.3 -0.4 -0.12
H 0.2916 7.4276 -4.7578 -0.2 -0.2 0.0 0.09
H 0.6035 5.6378 -4.6948 -0.3 0.0 -0.2 0.06
H 1.7210 6.7725 -3.9886 0.3 0.0 0.1 0.08
H 1.2562 5.2206 -2.1556 0.1 -0.4 0.5 0.11
H -0.2577 4.5715 -2.8393 0.3 -0.7 -0.1 0.11
H -0.3580 4.3776 -0.3576 -0.5 -0.3 -0.4 0.08
H -1.6929 5.3965 -1.0904 0.1 -0.2 0.1 0.11
H -0.3523 7.2742 -0.2808 -0.1 0.1 -0.1 0.11
H 1.8498 6.3310 -0.1932 0.4 -0.3 0.1 0.11
H 1.2063 5.2639 1.1284 0.3 -0.2 -0.2 0.10
H 2.5361 7.0034 2.1525 0.1 -0.5 0.0 0.12
H 0.8366 7.2810 2.5698 -0.2 -0.4 0.0 0.10
H 2.6342 9.5367 2.9497 -0.1 -0.1 0.1 0.09
H 0.8056 9.5452 2.9317 0.1 -0.7 0.7 0.08
H 1.5582 10.6190 1.9931 0.8 -0.1 -0.8 0.08
C 1.6327 1.9014 -8.4695 0.2 -0.1 0.8 -0.04
C 0.7086 0.6953 -8.1241 2.5 0.3 -0.3 -0.44
C 1.1177 -0.0390 -6.8905 1.0 -1.3 0.0 -0.17
O 2.4780 -0.5629 -7.0128 -0.2 1.4 -0.3 -0.16
C 2.7293 -1.4893 -6.0010 -0.4 0.1 1.8 -0.13
N -0.6288 1.1854 -7.9605 -0.1 0.0 -1.0 0.05
H 1.6502 2.1200 -9.5372 -0.3 0.1 0.0 0.07
H 2.6728 1.7824 -8.1660 0.1 -0.6 -0.1 0.07
H 1.3346 2.7701 -7.8825 -0.4 0.2 -0.2 0.07
H 0.8904 -0.0080 -8.9368 -0.6 -0.3 -0.3 0.14
H 0.5468 -0.9620 -6.7899 -0.7 0.2 0.1 0.11
H 0.9028 0.6113 -6.0426 0.6 -0.1 0.5 0.11
H 3.7498 -1.6936 -5.6771 0.6 0.1 -1.4 0.08
H 2.1876 -2.4229 -6.1528 -0.1 -0.2 0.0 0.08
H 2.4405 -1.0504 -5.0460 -0.8 -0.1 0.2 0.06
H -0.8769 1.3333 -8.9284 -1.1 0.4 0.1 0.10
H -1.2395 0.4922 -7.5524 -0.3 -0.4 -0.1 0.07
C -5.2218 0.2402 -0.0758 -0.4 0.3 -0.1 -0.03
C -6.1694 0.2321 -1.3482 0.9 0.2 1.2 -0.38
C -6.1088 1.5939 -2.0465 0.0 -0.6 -0.1 -0.23
O -6.5333 2.4994 -1.0784 -0.1 1.5 0.8 -0.19
C -6.0732 3.8246 -1.3251 0.6 -0.5 0.5 -0.09
N -5.7096 -0.9017 -2.1651 -0.6 0.6 -0.3 0.06
H -4.8945 -0.7414 0.2670 0.0 -0.4 -0.7 0.05
H -5.5772 0.6414 0.8733 -0.7 0.5 -0.3 0.07
H -4.3341 0.8289 -0.3071 0.0 -0.1 -0.1 0.05
H -7.2276 0.1960 -1.0895 0.0 -0.5 0.4 0.10
H -6.8198 1.7183 -2.8632 0.0 -0.6 -0.6 0.13
H -5.1090 1.8024 -2.4275 0.3 0.1 0.1 0.12
H -4.9846 3.7679 -1.3232 0.3 0.3 -0.4 0.07
H -6.3046 4.4895 -0.4929 -0.5 -0.3 0.0 0.08
H -6.4291 4.2737 -2.2523 -0.2 -0.2 -0.2 0.09
H -6.0200 -1.7345 -1.6853 0.2 -0.4 0.4 0.04
H -6.2852 -0.9030 -2.9950 0.0 0.0 -0.6 0.07
C -1.5110 -5.4079 -6.3980 -0.8 0.1 0.0 -0.05
C -0.8180 -5.1698 -5.0661 -0.1 -1.7 -0.6 -0.45
C -0.5820 -6.4335 -4.2076 -1.7 1.4 0.7 -0.18
O -0.0689 -5.9899 -2.9640 0.4 0.6 -0.7 -0.22
C 0.4027 -7.0164 -2.1357 0.6 0.8 -0.2 -0.10
N 0.4114 -4.5931 -5.4180 2.3 1.8 0.3 0.04
H -0.8645 -5.7689 -7.1978 0.2 -0.5 0.3 0.08
H -1.8031 -4.4298 -6.7803 -0.3 0.0 0.1 0.05
H -2.3914 -6.0416 -6.2909 -0.1 0.0 -0.2 0.08
H -1.4204 -4.4536 -4.5073 0.1 0.0 0.3 0.13
H 0.0811 -7.1432 -4.7022 -0.1 -0.2 -0.1 0.13
H -1.5748 -6.7911 -3.9345 -0.2 -1.0 -0.6 0.12
H -0.4275 -7.5914 -1.7256 0.2 -0.2 0.2 0.08
H 0.9950 -6.4680 -1.4031 -0.3 -0.4 0.6 0.08
H 1.1308 -7.6150 -2.6832 -0.1 -0.5 0.0 0.09
H 1.0366 -5.2138 -5.9120 -0.3 -0.4 -0.4 0.09
H 0.9398 -4.3802 -4.5840 0.1 0.3 0.2 0.05
C 3.6365 2.7528 0.0651 0.0 0.6 -0.9 -0.01
C 4.4780 2.5783 -1.2257 0.3 -2.7 1.7 -0.45
C 3.7105 2.7744 -2.4478 -1.6 1.3 -2.6 -0.21
O 2.4605 2.0900 -2.5395 0.3 0.5 0.0 -0.21
C 1.7804 2.2202 -3.7784 -1.0 -1.2 0.1 -0.07
N 5.7246 3.3064 -1.2121 -0.2 1.2 -0.4 0.06
H 3.1250 1.8335 0.3506 0.1 0.0 0.0 0.06
H 2.8842 3.4924 -0.2094 -0.4 0.1 0.3 0.06
H 4.1739 3.1938 0.9046 0.3 -0.3 -0.1 0.08
H 4.7692 1.5362 -1.3574 0.1 -0.4 0.7 0.13
H 4.3299 2.5290 -3.3105 0.1 -0.4 -0.2 0.11
H 3.4473 3.8189 -2.6144 0.1 0.7 0.2 0.12
H 2.1123 1.4774 -4.5038 0.9 0.4 -0.3 0.08
H 1.6285 3.2122 -4.2038 0.6 0.2 0.2 0.08
H 0.7692 1.8436 -3.6240 -0.3 0.2 0.4 0.07
H 6.2481 3.1138 -2.0541 0.4 -0.8 -0.2 0.07
H 5.4337 4.2418 -1.4580 0.2 1.0 0.5 0.07
C -9.1069 -1.7524 -0.3423 1.1 -0.2 0.2 -0.06
C -8.8397 -2.8918 0.6643 -0.6 0.8 0.0 -0.39
C -7.3983 -2.9652 1.2600 -0.2 0.0 0.0 -0.18
O -6.3761 -3.1710 0.2854 0.0 -0.6 -0.1 -0.21
C -5.0891 -3.5146 0.8418 -0.7 0.4 0.1 -0.10
N -9.8794 -2.6911 1.7099 0.1 0.1 0.5 0.01
H -8.4162 -1.8619 -1.1783 -0.4 -0.2 -0.4 0.06
H -8.8536 -0.7598 0.0300 -0.1 -0.1 0.6 0.07
H -10.1571 -1.7254 -0.6332 0.1 -0.2 -0.3 0.07
H -9.0439 -3.8381 0.1634 0.4 -0.2 -0.3 0.13
H -7.4534 -3.8093 1.9474 0.3 -0.3 0.2 0.11
H -7.0785 -2.0964 1.8354 -0.6 0.4 0.2 0.12
H -5.1021 -4.4003 1.4769 -0.4 -0.5 -0.2 0.06
H -4.7016 -2.7533 1.5189 0.1 0.4 -0.2 0.05
H -4.4023 -3.6804 0.0118 -0.1 0.1 0.0 0.08
H -10.0294 -3.4228 2.3897 0.9 -0.4 0.2 0.06
H -10.7970 -2.6953 1.2880 0.0 0.5 -0.6 0.06
C 5.2841 -4.8954 4.0102 0.5 0.0 0.0 -0.07
C 3.8244 -4.8913 3.6084 0.6 -0.2 -0.7 -0.43
C 3.6285 -4.3730 2.1239 0.1 0.1 1.1 -0.13
O 4.2061 -3.0963 1.8787 0.2 -1.2 -0.3 -0.23
C 3.5038 -2.0246 2.4007 0.0 0.5 1.4 -0.10
N 3.3747 -6.2716 3.6767 -0.3 -0.3 -0.8 0.04
H 5.7824 -3.9264 3.9837 -0.2 0.1 0.0 0.08
H 5.8501 -5.5714 3.3692 0.0 0.0 -0.1 0.08
H 5.3673 -5.2904 5.0227 0.0 0.0 0.1 0.07
H 3.3119 -4.2665 4.3398 -0.4 0.5 -0.2 0.11
H 2.5646 -4.3152 1.8940 -0.2 -0.1 0.0 0.09
H 4.1022 -5.0518 1.4147 0.0 -0.2 0.2 0.12
H 4.0756 -1.1214 2.1876 -0.3 0.1 -0.3 0.11
H 3.4764 -2.0998 3.4878 0.0 0.1 0.3 0.08
H 2.4600 -1.9664 2.0921 -0.1 0.0 -0.5 0.07
H 2.4105 -6.4045 3.4072 -0.3 0.1 0.0 0.03
H 3.5403 -6.7795 4.5339 0.2 0.4 0.1 0.07
C -4.4594 -3.8522 4.5822 -0.4 0.3 1.4 -0.03
C -3.9187 -2.4173 4.5385 -0.4 0.5 -0.8 -0.40
C -3.2599 -1.8134 5.8153 0.4 -1.0 -2.0 -0.23
O -4.0990 -1.6447 6.8763 -0.9 -0.5 1.3 -0.16
C -5.0872 -0.6289 6.7453 0.3 -0.3 -0.2 -0.08
N -3.0471 -2.3558 3.3698 0.7 0.4 0.1 0.06
H -3.7452 -4.5374 5.0388 0.4 -0.1 -0.2 0.07
H -4.7896 -4.2421 3.6194 0.3 0.3 0.0 0.05
H -5.3164 -3.9189 5.2524 -0.2 0.1 0.1 0.08
H -4.7125 -1.7136 4.2879 -0.6 -0.2 0.0 0.12
H -2.7948 -0.8580 5.5726 0.2 0.3 -0.5 0.11
H -2.4477 -2.5172 5.9971 0.1 0.0 1.0 0.12
H -6.0727 -1.0671 6.9028 0.0 0.1 0.4 0.09
H -5.1315 -0.2069 5.7413 0.3 0.2 -0.1 0.07
H -4.8337 0.1425 7.4725 -0.4 0.1 0.0 0.09
H -2.2043 -2.8840 3.5454 0.2 -0.7 0.0 0.04
H -2.6425 -1.4307 3.3447 -0.1 0.6 -0.4 0.06
C -3.4750 4.6318 1.1657 0.9 -0.8 0.2 -0.04
C -3.2106 4.3272 2.6240 -0.7 -0.9 1.8 -0.47
C -3.5710 2.7674 2.8524 0.2 0.8 1.3 -0.09
C -3.0749 2.0947 4.1856 -0.9 2.9 -0.7 -0.18
C -1.6019 2.4429 4.3140 0.5 -1.9 -0.4 -0.13
C -1.1307 3.9264 4.1382 -1.3 0.7 0.5 -0.48
N -1.7937 4.5183 2.9744 0.4 -0.3 -2.1 -0.08
O -1.3875 5.8792 2.7526 -0.8 -0.4 1.8 -0.04
C -1.4955 4.6650 5.4406 0.0 -0.4 0.4 -0.03
C 0.3779 4.0194 3.9510 0.0 -0.5 -0.1 -0.03
C -4.1526 5.1954 3.5113 0.4 0.0 0.0 -0.02
H -2.7317 4.0379 0.6339 0.1 0.2 -0.4 0.06
H -3.3292 5.6920 0.9587 -0.3 -0.1 -0.2 0.09
H -4.4334 4.1964 0.8829 -0.2 0.6 0.0 0.07
H -4.6592 2.7056 2.8650 -0.1 -0.1 -0.5 0.11
H -3.1291 2.1540 2.0671 -0.2 0.2 -0.4 0.09
H -3.4488 1.0709 4.1931 1.0 -0.4 -0.2 0.09
H -3.5572 2.5050 5.0728 -0.5 0.4 -0.1 0.09
H -1.1447 1.7558 3.6020 0.7 0.5 -0.5 0.09
H -1.3204 1.9719 5.2558 0.7 0.7 0.4 0.12
H -0.7675 4.3287 6.1789 -0.1 0.2 0.3 0.08
H -1.4905 5.7542 5.3989 0.2 -0.1 -0.4 0.09
H -2.4842 4.3589 5.7822 0.0 0.0 0.1 0.06
H 0.6808 3.4849 3.0507 0.0 -0.2 0.0 0.08
H 0.7746 5.0307 3.8614 -0.4 0.1 0.2 0.08
H 0.8209 3.5614 4.8354 0.3 -0.1 -0.1 0.07
H -5.1755 5.2521 3.1392 -0.1 -0.6 0.1 0.08
H -3.8745 6.2489 3.5433 0.6 0.0 -0.1 0.08
H -4.0823 4.8291 4.5354 -0.5 0.0 0.0 0.06
H -0.9560 5.9408 1.8973 0.1 -0.3 -1.0 0.03
C 1.0418 -2.7393 -0.4700 -0.1 0.3 -1.0 0.00
C 0.3390 -1.8179 -1.5714 0.4 0.0 1.0 -0.44
C -1.1167 -2.2485 -1.7258 -0.7 1.3 1.8 -0.09
C -2.0386 -1.7399 -0.5185 0.5 -1.5 -2.0 -0.16
C -1.9062 -0.2556 -0.3379 1.2 -0.4 0.3 -0.15
C -0.4075 0.2226 -0.1892 -1.7 -0.1 0.9 -0.41
N 0.4184 -0.3337 -1.2892 -2.7 -1.1 0.5 -0.08
O 1.7042 0.1096 -1.0774 0.8 -0.5 0.2 -0.03
C -0.4931 1.7718 -0.2639 0.0 -0.6 -0.5 -0.03
C 0.0318 -0.1559 1.2827 -0.1 -0.7 -0.7 -0.01
C 1.0283 -2.0655 -2.9011 0.9 0.4 -0.1 -0.03
H 1.9580 -2.2698 -0.1117 -0.2 0.2 0.3 0.06
H 1.3858 -3.6729 -0.9151 0.0 -0.1 -0.5 0.08
H 0.3800 -3.0960 0.3191 0.0 0.7 0.3 0.05
H -1.5245 -1.7877 -2.6254 0.0 -0.3 -0.2 0.09
H -1.0834 -3.3374 -1.7621 -0.4 0.0 -0.3 0.10
H -1.8743 -2.4007 0.3327 0.2 0.4 0.4 0.09
H -3.0724 -1.9008 -0.8239 -0.1 -0.3 0.0 0.08
H -2.5017 -0.0078 0.5408 0.3 0.5 0.2 0.10
H -2.4177 0.1992 -1.1861 0.3 0.3 -0.2 0.10
H -1.3852 2.0807 0.2809 0.3 0.1 0.7 0.06
H 0.4273 2.2527 0.0675 -0.1 0.1 0.2 0.07
H -0.7464 2.1455 -1.2560 0.4 -0.3 -0.5 0.08
H -0.4019 0.5199 2.0198 0.2 0.3 -0.2 0.06
H -0.3338 -1.1405 1.5740 -0.4 -0.2 -0.3 0.05
H 1.1052 -0.2854 1.4211 0.1 0.7 -0.2 0.06
H 0.7795 -1.3661 -3.6993 -0.5 0.2 0.2 0.06
H 0.8519 -3.0684 -3.2900 0.0 0.0 0.4 0.06
H 2.0984 -1.9077 -2.7670 0.2 -0.2 -0.1 0.07
H 1.6765 0.8756 -1.6553 1.2 0.5 -0.1 0.04